--- 1 ---
# C14H24BCaN8O

A structure of composition C14H24BCaN8O (ωB97M-V/def2-TZVPD, the OMol25 dataset).

Geometry as XYZ:
```
49
Properties=species:S:1:pos:R:3:mulliken_charge:R:1
Ca -0.553 -1.118 -0.595 2.44
B 1.322 -3.084 1.306 0.18
N 2.119 -2.492 0.082 0.46
C 3.434 -2.573 -0.140 -0.20
C 3.709 -2.156 -1.431 -0.79
C 2.458 -1.835 -1.949 -0.45
N 1.499 -2.047 -1.045 -0.83
N 0.605 -1.965 2.157 0.32
C 0.794 -1.687 3.449 -0.19
C -0.177 -0.794 3.873 -0.85
C -0.947 -0.578 2.737 -0.40
N -0.485 -1.287 1.703 -0.69
H 2.130 -3.597 2.031 -0.16
H 0.475 -3.832 0.876 -0.16
H 4.079 -2.941 0.642 0.46
H 4.668 -2.115 -1.913 0.42
H 2.205 -1.468 -2.932 0.47
H 1.605 -2.161 3.978 0.46
H -0.305 -0.380 4.857 0.43
H -1.812 0.057 2.615 0.46
C -1.883 3.003 -1.608 -0.84
N -0.602 3.260 -0.957 0.11
C -0.313 4.626 -0.531 -1.14
C 0.157 2.194 -0.651 0.41
O -0.348 1.043 -0.799 -0.70
N 1.409 2.307 -0.129 0.14
C 1.952 1.123 0.530 -0.88
C 2.454 3.148 -0.712 -0.86
H -2.466 3.919 -1.583 0.35
H -2.431 2.223 -1.084 0.26
H -1.750 2.703 -2.648 0.30
H -1.259 5.153 -0.438 0.38
H 0.298 5.176 -1.244 0.33
H 0.176 4.621 0.442 0.39
H 1.198 0.652 1.155 0.04
H 2.762 1.450 1.180 0.41
H 2.348 0.392 -0.182 0.35
H 2.090 4.105 -1.051 0.30
H 2.927 2.637 -1.555 0.32
H 3.210 3.331 0.049 0.30
N -4.672 -2.751 -0.546 -0.05
C -4.868 -1.526 -1.139 -0.42
C -3.633 -1.098 -1.496 -0.42
N -2.682 -2.047 -1.140 -0.60
C -3.358 -3.020 -0.566 -0.36
H -5.382 -3.358 -0.170 0.21
H -5.847 -1.097 -1.253 0.40
H -3.373 -0.190 -2.016 0.48
H -2.939 -3.926 -0.160 0.43
```

- HOMO-LUMO gap: 0.351 Eh
- Net charge: +1

---

--- 2 ---
# C14H24BCaN8O

A structure of composition C14H24BCaN8O (ωB97M-V/def2-TZVPD, the OMol25 dataset).

Geometry as XYZ:
```
49
Properties=species:S:1:pos:R:3:mulliken_charge:R:1
Ca 0.032 -0.341 -0.906 2.75
B -1.268 -3.486 0.880 -0.06
N 0.285 -3.122 0.834 0.12
C 1.164 -3.778 1.589 -0.29
C 2.437 -3.279 1.361 -0.84
C 2.230 -2.275 0.431 -0.46
N 0.930 -2.180 0.104 -0.37
N -2.226 -2.578 0.001 0.17
C -3.522 -2.857 -0.119 -0.28
C -4.142 -1.872 -0.871 -0.89
C -3.108 -1.009 -1.188 -0.30
N -1.946 -1.430 -0.662 -0.48
H -1.606 -3.380 2.035 -0.10
H -1.389 -4.617 0.481 -0.11
H 0.816 -4.567 2.236 0.44
H 3.361 -3.606 1.803 0.43
H 2.959 -1.619 -0.025 0.50
H -3.916 -3.746 0.347 0.43
H -5.179 -1.810 -1.146 0.40
H -3.150 -0.104 -1.778 0.46
C 0.308 4.005 -0.567 -0.80
N 0.281 3.664 0.859 -0.01
C 0.224 4.770 1.814 -1.15
C 0.257 2.347 1.146 0.68
O 0.202 1.559 0.149 -0.84
N 0.257 1.818 2.385 0.16
C 0.149 0.373 2.573 -0.98
C 0.505 2.471 3.671 -0.96
H 0.320 5.086 -0.646 0.31
H -0.573 3.624 -1.081 0.26
H 1.199 3.608 -1.051 0.27
H 0.129 5.688 1.244 0.33
H 1.133 4.853 2.410 0.38
H -0.646 4.697 2.465 0.43
H -0.143 -0.148 1.671 0.05
H -0.599 0.175 3.340 0.39
H 1.106 -0.040 2.902 0.38
H 0.610 3.539 3.596 0.32
H 1.421 2.064 4.103 0.34
H -0.322 2.250 4.345 0.34
N 1.625 -1.232 -5.066 -0.04
C 1.337 0.093 -5.305 -0.41
C 0.855 0.574 -4.135 -0.57
N 0.834 -0.435 -3.178 -0.34
C 1.311 -1.500 -3.791 -0.51
H 1.997 -1.897 -5.722 0.20
H 1.500 0.551 -6.263 0.39
H 0.523 1.576 -3.923 0.44
H 1.438 -2.477 -3.353 0.43
```

- HOMO-LUMO gap: 0.320 Eh
- Net charge: +1

---

We find 1 to be the most stable, with the next structure 0.646 eV higher.

---

--- 1 ---
# C7H10N

The ion C7H10N with charge +1 (ωB97M-V/def2-TZVPD, the OMol25 dataset).

Geometry as XYZ:
```
18
Properties=species:S:1:pos:R:3:mulliken_charge:R:1
C -2.023 0.559 0.102 0.49
C -2.767 1.317 -0.602 -0.55
C -1.909 -0.808 0.743 -0.36
C 0.518 -1.055 -1.048 -0.55
C 0.453 -0.034 -0.039 1.31
C 1.528 -0.161 1.054 -1.50
C 0.699 1.305 -0.822 -1.52
N -0.830 0.096 0.642 -0.06
H -2.360 -0.901 1.725 0.26
H -2.010 -1.675 0.098 0.24
H -0.341 -1.302 -1.657 0.35
H 1.419 -1.635 -1.200 0.31
H 1.458 0.674 1.744 0.40
H 2.517 -0.165 0.607 0.45
H 1.388 -1.085 1.610 0.39
H -0.058 1.457 -1.590 0.46
H 1.683 1.310 -1.280 0.46
H 0.636 2.105 -0.087 0.41
```

- HOMO-LUMO gap (spin up / spin down): 0.218 / 0.218 Eh
- Net charge: +1

---

--- 2 ---
# C7H10N

A structure of composition C7H10N (ωB97M-V/def2-TZVPD, the OMol25 dataset).

Geometry as XYZ:
```
18
Properties=species:S:1:pos:R:3:mulliken_charge:R:1
C 0.023 -1.486 0.126 0.45
C -1.007 -0.463 0.082 0.43
C 0.326 -0.675 -1.088 -1.02
C -0.034 0.544 -0.016 1.00
C -2.452 -0.439 -0.033 -1.30
C -0.256 1.943 -0.151 -1.51
C 2.728 -0.575 0.280 -0.62
N 0.984 -0.431 0.227 -0.08
H 0.225 -2.593 0.291 0.41
H -2.953 -1.315 -0.626 0.33
H -2.596 0.532 -0.369 0.37
H -2.822 -0.649 0.957 0.38
H 0.501 2.604 0.113 0.40
H -1.100 2.200 0.595 0.37
H -0.712 2.177 -1.051 0.40
H 2.958 -0.036 1.187 0.34
H 3.065 -1.548 -0.066 0.34
H 3.122 0.209 -0.460 0.31
```

- HOMO-LUMO gap: 0.415 Eh
- Net charge: +1

---

--- 3 ---
# C7H10N

A structure of composition C7H10N (ωB97M-V/def2-TZVPD, the OMol25 dataset).

Geometry as XYZ:
```
18
Properties=species:S:1:pos:R:3:mulliken_charge:R:1
C 0.134 -2.447 0.444 -0.03
C 1.162 -1.692 0.798 -0.69
C 0.336 0.809 -0.747 0.42
C 1.001 0.633 -1.937 -1.03
C -0.989 -1.492 0.110 -0.59
C 0.005 1.961 0.043 -0.44
C -0.084 -0.192 0.244 0.09
N -0.545 1.045 1.134 -0.10
H 0.033 -3.571 0.441 0.36
H 2.156 -1.858 1.068 0.45
H 1.280 -0.325 -2.235 0.32
H 1.138 1.418 -2.667 0.31
H -1.350 -1.376 -0.997 0.29
H -1.846 -1.603 0.858 0.32
H 0.945 2.482 0.337 0.28
H -0.859 2.706 -0.101 0.32
H -0.107 1.257 2.010 0.33
H -1.581 1.062 1.294 0.39
```

- HOMO-LUMO gap: 0.333 Eh
- Net charge: +1

---

--- 4 ---
# C7H10N

A cluster of 2 separate species, C7H10N in total (ωB97M-V/def2-TZVPD, the OMol25 dataset).

Geometry as XYZ:
```
18
Properties=species:S:1:pos:R:3:mulliken_charge:R:1
C 0.213 -3.300 -0.968 -0.47
C -0.133 -2.904 -2.231 -0.25
C 0.123 2.618 0.182 -0.44
C 0.460 1.496 -0.715 -0.30
C 0.355 0.466 1.814 -0.28
C -0.449 -2.032 -1.147 -0.04
C -0.988 0.295 1.114 -0.29
N 0.023 1.205 0.624 0.34
H 0.425 -4.084 -0.381 0.39
H 0.103 -3.107 -3.300 0.31
H 0.852 3.360 0.523 0.29
H -0.851 2.876 0.141 0.30
H -0.309 1.007 -1.306 0.29
H 1.546 1.360 -1.022 0.25
H 0.566 1.017 2.747 0.26
H 1.089 -0.341 1.673 0.25
H -1.154 -0.668 0.635 0.11
H -1.871 0.735 1.617 0.27
```

- HOMO-LUMO gap: 0.378 Eh
- Net charge: +1

---

We find 3 to be the most stable, with the next structure 1.779 eV higher.

---

--- 1 ---
# C4H6I2

A structure of composition C4H6I2 (ωB97M-V/def2-TZVPD, the OMol25 dataset).

Geometry as XYZ:
```
12
Properties=species:S:1:pos:R:3:mulliken_charge:R:1
C 0.374 -2.369 -0.497 -0.68
C 0.562 -1.090 -0.280 0.12
C -0.397 1.269 -1.152 -1.19
C -0.435 0.003 -0.331 0.00
I 2.606 -0.341 -0.069 0.04
I -2.444 -0.440 -0.099 0.07
H 1.148 -3.066 -0.711 0.29
H -0.640 -2.671 -0.523 0.18
H 0.445 1.272 -1.753 0.41
H -1.200 1.285 -1.845 0.44
H -0.489 2.193 -0.611 0.26
H -0.264 0.657 1.785 0.08
```

- HOMO-LUMO gap (spin up / spin down): 0.279 / 0.312 Eh
- Net charge: 0

---

--- 2 ---
# C4H6I2

An isolated molecule of C4H6I2 (ωB97M-V/def2-TZVPD, the OMol25 dataset).

Geometry as XYZ:
```
12
Properties=species:S:1:pos:R:3:mulliken_charge:R:1
C -1.256 -0.517 0.081 -0.48
C -1.581 0.841 -0.104 -0.59
C 0.120 -0.165 0.691 0.04
C 1.329 0.153 -0.143 -1.15
I -1.046 2.081 -1.687 0.07
I 0.160 0.021 2.819 0.09
H -1.793 -0.924 0.835 0.36
H -1.240 -1.109 -0.870 0.26
H -2.177 1.368 0.605 0.43
H 2.051 -0.632 0.097 0.40
H 1.648 1.268 0.180 0.28
H 1.239 -0.026 -1.292 0.29
```

- HOMO-LUMO gap: 0.286 Eh
- Net charge: 0

---

We find 2 to be the most stable, with the next structure 1.441 eV higher.

---

--- 1 ---
# CH3BrS

An isolated molecule of CH3BrS (ωB97M-V/def2-TZVPD, the OMol25 dataset).

Geometry as XYZ:
```
6
Properties=species:S:1:pos:R:3:mulliken_charge:R:1
S -1.233 0.929 -0.524 -0.16
C 0.118 -0.612 0.170 -0.54
Br 1.967 -0.130 -0.471 -0.08
H -0.647 1.916 -0.012 0.12
H 0.045 -0.522 1.215 0.35
H -0.251 -1.581 -0.378 0.30
```

- HOMO-LUMO gap: 0.350 Eh
- Net charge: 0

---

--- 2 ---
# CH3BrS

A cluster of 2 separate species, CH3BrS in total (ωB97M-V/def2-TZVPD, the OMol25 dataset).

Geometry as XYZ:
```
6
Properties=species:S:1:pos:R:3:mulliken_charge:R:1
C 0.493 0.429 0.226 -0.42
S -0.866 1.331 -0.497 0.17
Br -1.657 -2.233 -0.634 -0.38
H 0.806 0.826 1.203 0.31
H 1.265 0.235 -0.614 0.28
H -0.042 -0.588 0.315 0.04
```

- HOMO-LUMO gap (spin up / spin down): 0.165 / 0.178 Eh
- Net charge: 0

---

We find 1 to be the most stable, with the next structure 2.324 eV higher.